Entry 1:
DFT (ωB97M-V with the def2-TZVPD basis set) results for a 2-piece molecular cluster, C6H15BrN overall.

Output
LUMO level (alpha / beta), Ha: -0.1595 / -0.1237
Total energy, Eh: -2865.96302
Charge: +1
Max |F|, eV/A: 4.22
Kohn-Sham gap (alpha / beta), eV: 6.27 / 8.89
Energy relative to the best compared isomer or geometry (same formula, charge and spin), kJ/mol: 494.6

Each line ends with the Mulliken charge.
Element x y z (Å)
C (0.645, -2.355, 0.753)  -1.25
C (0.770, -0.508, 2.322)  -1.42
C (-2.432, 0.806, -2.172)  -1.18
C (-1.306, 2.815, -1.228)  -0.96
C (1.174, -1.024, 1.008)  0.21
C (-1.221, 1.378, -1.580)  0.44
N (2.602, -1.008, 0.721)  -0.19
Br (0.288, 0.416, -1.107)  0.01
H (-0.350, -2.184, 1.056)  0.32
H (1.012, -3.215, 1.256)  0.49
H (0.577, -2.535, -0.405)  0.34
H (1.204, 0.578, 2.597)  0.33
H (-0.270, -0.471, 2.351)  0.40
H (0.950, -1.269, 3.078)  0.40
H (-2.628, 1.519, -2.965)  0.37
H (-3.235, 0.683, -1.475)  0.33
H (-2.420, -0.199, -2.703)  0.35
H (-2.415, 3.061, -1.373)  0.32
H (-1.113, 3.069, -0.162)  0.33
H (-0.738, 3.582, -1.948)  0.26
H (2.974, -1.876, 1.104)  0.38
H (3.194, -0.206, 1.102)  0.35
H (2.736, -1.058, -0.231)  0.35

=====

Entry 2:
DFT (ωB97M-V with the def2-TZVPD basis set) results for a single C6H15ClFO3PSi molecule.

Output
LUMO level, Ha: 0.0175
Total energy, Eh: -1654.34451
Max |F|, eV/A: 0.79
Kohn-Sham gap, eV: 10.59
SMILES: CC[C@@H](F)[Si@H](C[C@H](C)Cl)P(=O)(O)O

Each line ends with the Mulliken charge.
Element x y z (Å)
C (-0.842, -3.204, 1.122)  -1.23
C (-0.201, -1.904, 1.612)  -0.48
C (-0.782, -0.684, 0.899)  0.11
F (-0.816, 0.413, 1.768)  -0.34
Si (0.143, -0.303, -0.720)  0.34
C (1.667, 0.805, -0.575)  -1.05
C (1.858, 1.500, 0.769)  0.43
C (0.982, 2.735, 0.910)  -1.27
Cl (3.582, 2.048, 0.878)  -0.22
P (-1.406, 0.398, -2.184)  0.84
O (-2.515, -0.575, -2.123)  -0.68
O (-1.865, 1.894, -1.889)  -0.54
O (-0.725, 0.526, -3.624)  -0.54
H (-0.480, -3.471, 0.130)  0.29
H (-0.627, -4.024, 1.803)  0.37
H (-1.925, -3.109, 1.051)  0.35
H (0.874, -1.977, 1.445)  0.20
H (-0.395, -1.778, 2.676)  0.37
H (-1.817, -0.908, 0.631)  0.43
H (0.567, -1.612, -1.265)  -0.23
H (2.550, 0.225, -0.834)  0.48
H (1.591, 1.587, -1.335)  0.42
H (1.709, 0.825, 1.605)  0.22
H (-0.062, 2.488, 0.732)  0.27
H (1.098, 3.165, 1.901)  0.35
H (1.286, 3.468, 0.164)  0.41
H (-2.758, 1.825, -1.535)  0.35
H (-0.691, -0.353, -4.009)  0.35

=====

Entry 3:
DFT (ωB97M-V with the def2-TZVPD basis set) results for C6H15CsNO4S as an isolated structure.

Output
LUMO level, Ha: 0.0159
Total energy, Eh: -1011.49879
Charge: -1
Max |F|, eV/A: 4.58
Kohn-Sham gap, eV: 1.70
Energy relative to the best compared isomer or geometry (same formula, charge and spin), kJ/mol: 574.7

Each line ends with the Mulliken charge.
Element x y z (Å)
Cs (-3.224, -2.420, -0.431)  0.57
S (-3.427, -7.997, -3.337)  1.17
O (-4.693, -8.215, -4.098)  -0.70
O (-2.772, -6.816, -3.831)  -0.70
O (-3.845, -7.749, -1.972)  -0.70
O (-2.894, -9.273, -3.745)  -0.64
C (-1.043, 2.551, 2.073)  -1.18
C (-0.029, 2.916, 0.983)  -0.56
N (1.041, 1.981, 0.752)  0.19
C (1.785, 2.205, -0.546)  -0.58
C (1.025, 1.673, -1.795)  -1.18
C (1.805, 1.930, 1.964)  -0.56
C (2.205, 0.497, 2.208)  -1.16
H (-1.086, 1.462, 2.102)  0.32
H (-2.075, 2.775, 1.801)  0.39
H (-0.725, 2.793, 3.087)  0.31
H (-0.568, 2.856, 0.037)  0.29
H (0.362, 3.930, 0.901)  0.41
H (1.886, 3.280, -0.694)  0.35
H (2.770, 1.758, -0.680)  0.38
H (-0.005, 2.009, -1.915)  0.34
H (1.522, 1.878, -2.743)  0.37
H (1.127, 0.597, -1.652)  0.28
H (1.266, 2.264, 2.850)  0.35
H (2.678, 2.581, 1.914)  0.32
H (2.766, 0.110, 1.357)  0.27
H (1.315, -0.123, 2.313)  0.25
H (2.833, 0.545, 3.098)  0.41